{
  "formula": "C35H72BFI2N8O14",
  "method": "ωB97M-V/def2-TZVPD",
  "species": ["C", "C", "B", "O", "C", "C", "C", "C", "O", "O", "O", "C", "O", "O", "C", "F", "C", "I", "C", "C", "I", "H", "H", "H", "H", "H", "H", "H", "H", "H", "H", "H", "H", "H", "H", "H", "H", "C", "O", "N", "C", "C", "H", "H", "H", "H", "H", "H", "H", "C", "O", "N", "C", "C", "H", "H", "H", "H", "H", "H", "H", "C", "O", "N", "C", "C", "H", "H", "H", "H", "H", "H", "H", "C", "O", "N", "C", "C", "H", "H", "H", "H", "H", "H", "H", "C", "O", "N", "C", "C", "H", "H", "H", "H", "H", "H", "H", "C", "O", "N", "C", "C", "H", "H", "H", "H", "H", "H", "H", "C", "O", "N", "C", "C", "H", "H", "H", "H", "H", "H", "H", "C", "O", "N", "C", "C", "H", "H", "H", "H", "H", "H", "H"],
  "coordinates": [[-2.7774, 1.6507, -0.3715], [-1.6196, 0.6282, -0.2781], [-0.5236, 0.9451, 0.8210], [-0.6844, 2.0697, 1.6069], [0.7936, 0.0572, 1.0530], [1.8352, 0.5368, 0.0200], [2.2811, 1.9983, 0.1382], [2.7468, 2.4169, 1.5435], [2.0483, 3.1187, 2.1632], [3.9512, 1.9826, 2.1353], [1.1868, 0.0162, 2.4331], [2.0526, -1.0155, 2.5517], [2.8221, -1.1888, 3.3766], [1.8942, -1.8566, 1.4532], [0.6659, -1.4857, 0.8514], [-0.2894, -1.8491, 1.8133], [0.4007, -2.0316, -0.5523], [2.2451, -2.6199, -1.5219], [-0.6125, -3.1996, -0.4535], [-0.1130, -4.3779, 0.4102], [-1.1393, -3.8886, -2.4387], [-2.5293, 2.6406, 0.0150], [-3.0195, 1.7854, -1.4311], [-3.6760, 1.2834, 0.1291], [-1.1005, 0.6218, -1.2521], [-2.0277, -0.3843, -0.1449], [-1.4005, 1.9028, 2.2433], [2.7299, -0.0900, -0.0216], [1.3629, 0.4386, -0.9613], [1.5609, 2.7167, -0.2425], [3.1572, 2.0915, -0.5216], [3.6662, 1.6874, 3.0150], [-0.0565, -1.2753, -1.1836], [-1.4899, -2.7715, 0.0339], [0.9762, -4.3319, 0.4867], [-0.4944, -4.2388, 1.4279], [-0.4814, -5.3474, 0.0828], [1.6210, 2.4391, -3.5821], [1.0926, 2.0994, -2.5330], [1.6803, 3.7055, -4.0324], [2.3246, 4.0431, -5.2852], [1.0806, 4.7631, -3.2367], [2.1027, 1.7121, -4.2510], [3.1433, 4.7419, -5.0993], [1.5997, 4.5106, -5.9557], [2.7229, 3.1486, -5.7603], [1.5511, 4.7927, -2.2525], [0.0165, 4.5620, -3.1030], [1.2110, 5.7229, -3.7315], [4.6025, 3.2059, 7.2144], [5.1623, 4.0337, 7.9075], [3.4509, 3.4095, 6.5429], [2.8342, 2.3779, 5.7319], [2.8086, 4.7087, 6.6370], [5.0081, 2.1881, 7.0768], [2.7541, 2.7256, 4.6990], [1.8351, 2.1664, 6.1193], [3.4243, 1.4622, 5.7570], [3.4886, 5.4801, 6.2734], [2.5705, 4.9240, 7.6800], [1.8970, 4.7172, 6.0439], [-2.5502, -0.0018, 4.4034], [-3.2570, 0.3326, 3.4664], [-2.6724, 0.4551, 5.6620], [-1.7963, 0.0163, 6.7308], [-3.7180, 1.4214, 5.9557], [-1.7282, -0.7284, 4.2835], [-2.3877, -0.4532, 7.5194], [-1.2655, 0.8761, 7.1452], [-1.0691, -0.7024, 6.3574], [-4.6893, 0.9893, 5.7132], [-3.5724, 2.3103, 5.3396], [-3.6938, 1.6976, 7.0071], [-6.0527, 5.3762, 6.2739], [-6.4310, 4.9050, 7.3287], [-4.8596, 5.9736, 6.0722], [-4.4728, 6.5127, 4.7829], [-3.9346, 6.0776, 7.1875], [-6.6805, 5.3476, 5.3661], [-3.5667, 6.0134, 4.4331], [-4.2778, 7.5832, 4.8768], [-5.2650, 6.3601, 4.0525], [-3.6933, 5.0796, 7.5570], [-4.4001, 6.6403, 7.9977], [-3.0233, 6.5796, 6.8709], [6.2066, 1.9167, -0.8788], [5.6083, 1.7546, -1.9286], [7.1762, 2.8290, -0.6769], [7.8488, 2.9690, 0.6001], [7.5564, 3.6986, -1.7763], [5.9825, 1.3038, 0.0108], [7.6955, 3.9789, 0.9860], [8.9192, 2.7932, 0.4715], [7.4552, 2.2526, 1.3184], [6.6895, 4.2743, -2.1039], [7.9057, 3.0957, -2.6158], [8.3461, 4.3761, -1.4600], [3.9583, -0.9517, -4.6525], [3.0810, -0.1233, -4.8142], [4.4609, -1.7416, -5.6208], [5.5070, -2.7099, -5.3605], [3.9337, -1.6157, -6.9688], [4.4239, -1.1239, -3.6674], [6.3806, -2.4798, -5.9743], [5.1491, -3.7116, -5.6083], [5.7957, -2.6863, -4.3112], [4.0865, -0.5965, -7.3273], [2.8625, -1.8214, -6.9629], [4.4360, -2.3152, -7.6330], [-3.7668, -3.7570, -6.1705], [-2.8087, -4.4689, -6.4133], [-4.8476, -4.1253, -5.4583], [-5.9517, -3.2216, -5.2091], [-4.9078, -5.4764, -4.9203], [-3.8205, -2.7143, -6.5309], [-6.0764, -3.0840, -4.1330], [-6.8701, -3.6421, -5.6246], [-5.7644, -2.2535, -5.6708], [-4.0585, -5.6386, -4.2544], [-4.8475, -6.1941, -5.7397], [-5.8312, -5.6258, -4.3739], [-6.6591, -8.8326, -3.6963], [-6.4508, -7.6404, -3.5653], [-5.7182, -9.7514, -3.9854], [-6.0311, -11.1595, -4.1286], [-4.3428, -9.3115, -4.1586], [-7.6680, -9.2658, -3.5844], [-5.4650, -11.7370, -3.3948], [-5.7616, -11.4943, -5.1325], [-7.0941, -11.3322, -3.9713], [-3.9957, -8.8281, -3.2444], [-4.2895, -8.5869, -4.9720], [-3.7049, -10.1622, -4.3862]],
  "total_energy_ha": -3588.40092,
  "relative_energy_ev": 0.9861,
  "homo_energy_ev": -8.86,
  "multiplicity": 1
}